[1]
26
Properties=species:S:1:pos:R:3:nbo_charge:R:1 method="wB97M-V/def2-TZVPD" gap_ev=8.49 relative_energy_kcal_mol=58.83 total_charge=+1 max_force_ev_per_a=3.75 e_lumo_ev=-5.7
C -1.105 1.784 -1.841 -0.264
C -2.405 1.422 -1.866 -0.039
C 0.514 -0.143 -2.286 0.664
C 1.618 -1.319 2.580 -0.414
C 0.279 -1.280 3.247 -0.394
C 0.408 -0.883 1.805 -0.280
C -0.455 0.595 -1.274 0.209
C 0.261 0.576 1.456 -0.236
N -2.555 0.164 -1.270 -0.077
N -1.478 -0.283 -0.844 -0.183
N -0.080 -0.822 -3.251 -0.776
N 0.811 0.873 0.130 -0.518
O 1.701 -0.035 -2.110 -0.585
H -0.615 2.649 -2.234 0.268
H -3.269 1.920 -2.260 0.254
H 2.343 -0.569 2.861 0.217
H 2.054 -2.280 2.362 0.237
H -0.212 -2.212 3.472 0.239
H 0.087 -0.508 3.976 0.223
H -0.005 -1.556 1.065 0.240
H 0.805 1.183 2.188 0.231
H -0.788 0.883 1.489 0.226
H -1.076 -0.953 -3.329 0.423
H 0.518 -1.317 -3.905 0.438
H 1.583 0.259 -0.168 0.466
H 1.061 1.854 0.008 0.430

---

[2]
104
Properties=species:S:1:pos:R:3:lowdin_charge:R:1 method="wB97M-V/def2-TZVPD" gap_ev=6.03 relative_energy_kcal_mol=506.84 total_charge=0 max_force_ev_per_a=9.52 e_lumo_ev=-2.2
C -5.613 0.158 1.197 -0.001
C -4.399 -0.051 0.324 -0.040
C -2.892 0.549 0.702 -0.244
O -2.164 1.101 -0.279 -0.025
O -2.454 0.470 2.108 -0.123
C -1.150 -0.198 2.244 -0.183
C -0.619 0.101 3.787 -0.148
C 0.975 0.588 3.738 -0.213
C 1.448 1.180 5.198 -0.219
C 2.505 2.428 5.000 -0.216
C 3.909 1.972 4.215 -0.149
C 3.767 2.197 2.563 -0.144
C 3.825 3.738 2.056 -0.002
N 3.673 4.072 0.612 0.059
C 3.463 2.892 -0.293 -0.084
C 3.236 3.261 -1.914 -0.103
S 3.297 5.010 -2.613 0.870
O 4.310 5.160 -3.815 -0.331
O 3.832 6.092 -1.595 -0.355
C 1.548 5.549 -3.002 -0.224
F 1.053 6.171 -1.713 -0.015
F 0.591 4.400 -3.224 -0.015
C 1.394 6.721 -4.133 -0.095
F 2.073 7.943 -3.562 0.036
F 2.156 6.443 -5.409 0.030
C -0.148 7.011 -4.632 -0.078
F -0.754 5.870 -5.391 0.047
F -0.040 8.132 -5.640 0.024
C -1.174 7.540 -3.478 -0.130
F -0.607 8.496 -2.501 0.062
F -2.415 8.198 -4.029 0.029
F -1.686 6.307 -2.771 0.025
C 2.937 1.982 -2.952 -0.127
S 2.581 2.073 -4.773 0.754
C 1.002 1.132 -5.306 -0.136
O 3.825 1.435 -5.508 -0.394
O 2.405 3.470 -5.394 -0.396
C 2.950 0.427 -2.329 -0.045
C 2.722 -0.931 -3.272 -0.200
C 1.160 -1.510 -3.159 -0.133
C 3.193 0.113 -0.742 0.003
C 3.170 -1.456 -0.162 -0.147
C 4.664 -2.134 -0.070 -0.255
N 4.838 -3.360 -0.972 -0.058
C 3.443 1.381 0.319 -0.073
N 3.603 0.945 1.751 0.103
H -5.776 -0.401 2.219 0.074
H -6.504 0.870 0.844 0.081
H -4.589 -0.648 -0.684 0.076
H -1.255 -1.375 2.164 0.128
H -0.358 0.153 1.424 0.140
H -1.247 1.029 4.194 0.130
H -0.700 -0.837 4.487 0.102
H 1.708 -0.274 3.418 0.107
H 1.058 1.465 2.959 0.111
H 1.987 0.363 5.872 0.119
H 0.517 1.552 5.810 0.110
H 2.857 2.780 6.084 0.114
H 1.990 3.362 4.504 0.116
H 4.252 0.886 4.488 0.120
H 4.719 2.781 4.553 0.115
H 3.958 4.634 2.826 0.136
H 0.447 1.651 -6.196 0.100
H 0.328 0.921 -4.370 0.078
H 1.401 0.073 -5.677 0.077
H 3.405 -1.841 -2.914 0.106
H 2.977 -0.763 -4.399 0.088
H 1.133 -2.560 -2.593 0.083
H 0.687 -1.569 -4.230 0.066
H 0.553 -0.692 -2.547 0.090
H 2.439 -2.148 -0.759 0.093
H 2.749 -1.423 0.953 0.102
H 5.470 -1.304 -0.244 0.117
H 4.802 -2.538 1.037 0.119
H 3.922 -3.592 -1.457 0.057
H 5.027 -4.182 -0.341 0.069
C -8.710 -5.136 -2.507 -0.070
C -8.383 -4.101 -3.385 -0.063
C -7.374 -3.195 -3.054 0.004
C -6.693 -3.337 -1.837 -0.134
C -7.024 -4.370 -0.951 0.002
C -8.037 -5.269 -1.292 -0.065
N -5.615 -2.402 -1.494 -0.303
O -5.364 -1.490 -2.296 0.059
O -5.013 -2.581 -0.425 0.041
H -9.493 -5.844 -2.773 0.109
H -8.913 -4.003 -4.330 0.110
H -7.132 -2.394 -3.749 0.121
H -6.507 -4.489 -0.001 0.119
H -8.299 -6.077 -0.611 0.109
C -0.932 -6.045 6.173 -0.071
C -1.184 -4.751 5.715 -0.063
C -0.440 -4.227 4.656 0.003
C 0.555 -5.013 4.058 -0.140
C 0.815 -6.309 4.521 0.001
C 0.066 -6.822 5.582 -0.065
N 1.323 -4.477 2.928 -0.321
O 1.077 -3.319 2.559 0.043
O 2.171 -5.214 2.404 0.062
H -1.519 -6.452 6.995 0.109
H -1.963 -4.152 6.181 0.110
H -0.648 -3.217 4.310 0.097
H 1.587 -6.928 4.069 0.120
H 0.258 -7.828 5.947 0.110

---

[3]
67
Properties=species:S:1:pos:R:3:nbo_charge:R:1 method="wB97M-V/def2-TZVPD" gap_ev="5.85 / 5.85" relative_energy_kcal_mol=74.90 total_charge=0 multiplicity=6 max_force_ev_per_a=3.45 e_lumo_ev="0.1 / 0.1"
O 0.492 -0.104 -5.458 -0.506
C -0.299 0.310 -6.283 0.422
C -0.120 1.554 -7.097 -0.162
C 0.999 2.361 -6.842 -0.162
H 1.702 2.067 -6.059 0.234
C 1.204 3.522 -7.587 -0.215
H 2.077 4.143 -7.378 0.216
C 0.294 3.884 -8.593 -0.192
H 0.455 4.797 -9.169 0.217
C -0.820 3.070 -8.856 -0.209
H -1.525 3.348 -9.641 0.216
C -1.023 1.907 -8.112 -0.184
H -1.877 1.253 -8.299 0.216
H -1.239 -0.244 -6.513 0.108
C -2.514 1.909 -0.588 -0.674
C -2.073 1.007 0.481 -0.426
H -3.404 2.495 -0.316 0.178
H -2.722 1.345 -1.511 0.225
H -1.701 2.601 -0.862 0.220
C -2.577 0.605 1.621 -0.250
C -3.894 1.021 2.267 -0.658
H -2.054 -0.127 2.258 0.148
H -4.404 1.800 1.684 0.201
H -3.711 1.407 3.283 0.196
H -4.569 0.156 2.358 0.192
Sm 0.196 0.055 -0.244 1.601
Cl 1.369 2.358 -0.144 -0.649
Cl -0.467 -0.332 -2.694 -0.626
H 4.003 0.001 -3.217 0.206
H 5.630 0.969 -1.615 0.199
C 3.180 0.124 -2.503 -0.435
C 4.807 1.146 -0.915 -0.403
N 3.750 0.175 -1.153 -0.364
H 2.470 -0.702 -2.601 0.253
C 3.295 -0.553 -0.138 0.557
O 2.201 -1.197 -0.185 -0.728
H 5.154 1.007 0.114 0.208
H 3.910 -0.527 0.780 0.155
H 2.657 1.061 -2.734 0.241
H 4.429 2.169 -1.036 0.235
H -1.442 -5.323 1.360 0.201
H -0.271 -6.060 -0.855 0.202
C -1.927 -4.525 0.786 -0.424
C -0.797 -5.224 -1.325 -0.401
N -1.076 -4.184 -0.351 -0.384
H -2.074 -3.648 1.418 0.254
C -0.617 -2.965 -0.544 0.550
O -0.818 -2.019 0.274 -0.698
H -0.160 -4.776 -2.090 0.221
H -0.038 -2.806 -1.476 0.181
H -2.891 -4.883 0.407 0.209
H -1.725 -5.579 -1.784 0.207
N 1.096 2.068 6.641 -0.819
C 0.801 2.144 5.309 0.651
O 0.495 3.211 4.777 -0.585
C 0.872 0.854 4.543 -0.191
C 1.125 -0.409 5.109 -0.126
C 1.129 -1.535 4.284 -0.270
C 0.899 -1.372 2.910 0.073
N 0.664 -0.167 2.356 -0.487
C 0.640 0.921 3.154 0.126
H 1.085 2.931 7.167 0.412
H 1.332 1.217 7.120 0.388
H 1.314 -0.514 6.175 0.204
H 1.292 -2.536 4.672 0.225
H 0.884 -2.217 2.223 0.216
H 0.426 1.862 2.637 0.266

---

Calculated total energy in Eh, matching the order above: -606.54787 -4192.03756 -2994.65801